# 1
{"formula": "C55H56DyF5N4O7P2Si", "method": "ωB97M-V with the def2-TZVPD basis set", "symbols": ["Dy", "C", "Si", "C", "C", "C", "C", "C", "C", "P", "C", "C", "C", "C", "C", "C", "C", "C", "C", "C", "C", "C", "C", "C", "C", "C", "C", "C", "P", "C", "C", "C", "C", "C", "C", "C", "C", "C", "C", "C", "C", "H", "H", "H", "H", "H", "H", "H", "H", "H", "H", "H", "H", "H", "H", "H", "H", "H", "H", "H", "H", "H", "H", "H", "H", "H", "H", "H", "H", "H", "H", "H", "O", "H", "H", "O", "H", "H", "O", "H", "H", "O", "H", "H", "F", "C", "C", "C", "F", "C", "F", "C", "F", "C", "F", "C", "C", "C", "C", "C", "C", "O", "N", "C", "O", "N", "C", "O", "H", "H", "H", "H", "H", "H", "H", "H", "H", "H", "H", "C", "C", "N", "C", "C", "N", "H", "H", "H", "H", "H", "H"], "xyz": [[1.340, -16.814, 14.911], [-3.753, -14.642, 13.886], [-5.467, -14.800, 13.340], [-6.770, -14.227, 14.371], [-7.945, -13.990, 13.687], [-8.489, -12.711, 13.762], [-8.007, -11.840, 14.746], [-7.107, -12.298, 15.715], [-6.628, -13.605, 15.664], [-5.406, -14.292, 16.810], [-6.121, -15.853, 17.399], [-7.524, -16.003, 17.399], [-8.122, -16.952, 18.246], [-7.337, -17.691, 19.080], [-5.930, -17.681, 18.967], [-5.328, -16.778, 18.063], [-5.649, -13.176, 18.217], [-6.922, -13.065, 18.855], [-7.097, -11.985, 19.747], [-5.994, -11.242, 20.208], [-4.695, -11.482, 19.715], [-4.560, -12.527, 18.747], [-5.833, -14.483, 11.478], [-5.825, -13.302, 10.644], [-6.539, -13.358, 9.469], [-7.181, -14.552, 9.043], [-7.107, -15.695, 9.795], [-6.452, -15.622, 11.018], [-6.097, -16.840, 12.375], [-7.605, -17.836, 12.573], [-8.415, -17.541, 13.712], [-9.677, -18.070, 13.820], [-10.153, -18.993, 12.890], [-9.379, -19.335, 11.845], [-8.104, -18.786, 11.714], [-4.678, -17.902, 12.198], [-4.421, -19.056, 12.987], [-3.223, -19.819, 12.842], [-2.300, -19.495, 11.842], [-2.484, -18.327, 11.029], [-3.660, -17.528, 11.233], [-3.334, -13.821, 13.231], [-3.192, -15.596, 13.845], [-3.813, -14.220, 14.883], [-8.324, -14.709, 12.955], [-9.308, -12.433, 13.059], [-8.288, -10.804, 14.733], [-6.867, -11.686, 16.639], [-8.087, -15.426, 16.669], [-9.212, -17.065, 18.247], [-7.743, -18.365, 19.813], [-5.311, -18.472, 19.359], [-4.256, -16.730, 17.985], [-7.716, -13.737, 18.554], [-8.120, -11.696, 20.111], [-6.031, -10.484, 20.983], [-3.824, -10.853, 19.979], [-3.521, -12.830, 18.457], [-5.254, -12.453, 10.944], [-6.629, -12.502, 8.788], [-7.807, -14.569, 8.140], [-7.342, -16.674, 9.471], [-7.886, -16.983, 14.483], [-10.156, -17.765, 14.821], [-11.147, -19.437, 13.070], [-9.728, -19.922, 11.008], [-7.383, -19.231, 11.009], [-5.195, -19.360, 13.680], [-3.068, -20.698, 13.447], [-1.435, -20.070, 11.606], [-1.691, -18.018, 10.302], [-3.872, -16.732, 10.529], [-1.039, -17.110, 15.293], [-1.277, -17.301, 16.259], [-1.590, -17.717, 14.757], [3.318, -15.738, 15.451], [3.323, -14.788, 15.218], [3.851, -15.938, 16.275], [0.279, -18.202, 13.424], [0.968, -18.012, 12.674], [-0.559, -18.366, 12.985], [0.453, -14.797, 15.484], [0.917, -14.066, 15.013], [-0.517, -14.638, 15.487], [3.728, -17.008, 17.921], [2.468, -16.733, 18.395], [1.343, -17.041, 17.578], [0.165, -17.066, 18.278], [-0.992, -17.619, 17.696], [-0.040, -16.363, 19.466], [-1.265, -16.064, 19.932], [1.094, -16.049, 20.179], [0.936, -15.419, 21.406], [2.391, -16.171, 19.665], [3.434, -15.840, 20.447], [4.822, -16.256, 10.287], [3.498, -16.231, 9.526], [2.367, -15.622, 10.356], [1.202, -15.793, 9.335], [-0.205, -15.371, 9.730], [2.510, -14.140, 10.522], [2.758, -13.424, 9.551], [2.335, -13.605, 11.777], [2.286, -14.286, 12.988], [2.582, -13.718, 14.076], [1.913, -15.549, 12.849], [2.067, -16.292, 11.677], [2.042, -17.561, 11.768], [5.607, -16.725, 9.692], [4.687, -16.788, 11.251], [5.121, -15.175, 10.448], [3.218, -17.248, 9.359], [3.595, -15.585, 8.647], [1.043, -16.913, 9.144], [1.533, -15.258, 8.390], [-0.426, -15.568, 10.761], [-0.925, -15.878, 9.095], [-0.278, -14.288, 9.584], [2.356, -12.582, 11.881], [1.237, -20.455, 16.483], [2.393, -20.055, 15.662], [2.702, -18.824, 15.221], [4.034, -18.922, 14.791], [4.454, -20.218, 14.751], [3.391, -20.907, 15.309], [1.157, -19.838, 17.397], [1.370, -21.537, 16.764], [0.275, -20.370, 15.957], [4.571, -18.024, 14.514], [5.380, -20.669, 14.362], [3.242, -21.896, 15.334]], "e_homo_ev": [-4.3, -4.8], "max_force_ha_per_bohr": 0.0667, "e_tot_ha": -5231.56937, "multiplicity": 6}

# 2
{"formula": "C21H22N2O3", "method": "ωB97M-V with the def2-TZVPD basis set", "symbols": ["C", "C", "H", "H", "C", "N", "C", "O", "C", "C", "N", "C", "O", "C", "C", "C", "C", "C", "C", "H", "H", "H", "H", "C", "C", "C", "C", "C", "C", "H", "O", "C", "H", "H", "H", "H", "H", "H", "H", "H", "C", "H", "H", "H", "H", "H", "H", "H"], "xyz": [[-6.413, -1.461, 0.752], [-5.188, -0.615, 0.427], [-5.447, 0.134, -0.326], [-4.872, -0.090, 1.331], [-4.001, -1.447, -0.077], [-2.822, -0.606, -0.161], [-1.718, -0.799, 0.595], [-1.608, -1.708, 1.394], [-0.609, 0.163, 0.318], [0.639, -0.359, 0.218], [1.740, 0.373, -0.092], [1.673, 1.740, -0.367], [2.655, 2.354, -0.736], [0.354, 2.344, -0.177], [0.246, 3.729, -0.333], [-0.954, 4.366, -0.123], [-2.066, 3.625, 0.270], [-1.982, 2.259, 0.419], [-0.778, 1.584, 0.173], [-2.844, 1.704, 0.756], [-3.002, 4.127, 0.467], [-1.034, 5.436, -0.244], [1.135, 4.275, -0.611], [2.990, -0.294, -0.212], [3.089, -1.434, -1.004], [4.307, -2.075, -1.108], [5.425, -1.600, -0.443], [5.325, -0.458, 0.346], [4.095, 0.191, 0.459], [4.032, 1.077, 1.069], [6.346, 0.094, 1.049], [7.622, -0.494, 0.963], [8.270, 0.119, 1.587], [7.999, -0.488, -0.064], [7.619, -1.520, 1.345], [6.361, -2.123, -0.551], [4.394, -2.959, -1.722], [2.226, -1.801, -1.539], [0.801, -1.413, 0.391], [-2.824, 0.120, -0.860], [-4.268, -2.090, -1.435], [-3.376, -2.606, -1.783], [-4.542, -1.332, -2.168], [-5.074, -2.813, -1.363], [-3.759, -2.220, 0.660], [-7.188, -0.841, 1.195], [-6.154, -2.245, 1.460], [-6.820, -1.923, -0.143]], "e_homo_ev": -8.1, "smiles": "CC[C@@H](C)NC(=O)c1cn(-c2cccc(OC)c2)c(=O)c2ccccc12", "max_force_ha_per_bohr": 0.0210, "de_lowest_kcal_mol": 26.49, "e_tot_ha": -1148.70713}

# 3
{"formula": "C5H32N2O11", "method": "ωB97M-V with the def2-TZVPD basis set", "symbols": ["C", "C", "C", "N", "C", "N", "C", "O", "H", "H", "H", "H", "H", "H", "H", "H", "H", "H", "H", "H", "H", "H", "O", "H", "H", "O", "H", "H", "O", "H", "H", "O", "H", "H", "O", "H", "H", "O", "H", "H", "O", "H", "H", "O", "H", "H", "O", "H", "H", "O"], "xyz": [[0.675, -0.646, -0.326], [0.201, 0.783, -0.190], [1.287, 1.849, -0.088], [2.122, 1.646, 1.116], [-0.641, -1.485, -0.328], [-1.021, -1.899, 0.949], [-2.301, -2.839, 0.971], [-0.996, -2.106, -1.289], [1.293, -1.016, 0.518], [1.420, -0.796, -1.186], [-0.530, 1.177, -0.984], [-0.318, 0.851, 0.855], [0.866, 2.863, -0.019], [1.841, 1.968, -1.101], [2.899, 2.261, 1.302], [2.434, 0.691, 1.303], [-0.993, -1.228, 1.650], [-2.465, -3.228, 1.987], [-2.029, -3.670, 0.324], [-3.113, -2.186, 0.699], [0.188, 0.165, 3.760], [0.828, 1.505, 2.875], [0.053, 1.041, 3.307], [2.648, -1.286, 1.261], [2.310, -1.478, 2.778], [2.747, -0.865, 2.185], [-2.280, 1.717, -3.651], [-2.846, 0.993, -2.500], [-1.964, 1.352, -2.789], [-0.218, 3.120, -2.648], [-1.663, 3.474, -2.155], [-0.847, 3.800, -2.460], [1.133, -3.220, 2.151], [0.191, -2.845, 3.386], [1.100, -2.856, 3.018], [-3.816, 1.714, 0.358], [-3.121, 0.853, 1.377], [-3.659, 0.792, 0.481], [-1.587, 0.520, 2.741], [-2.706, 1.415, 3.240], [-2.524, 0.502, 2.777], [4.263, -1.818, -0.912], [3.292, -0.780, -1.655], [3.811, -1.012, -0.783], [1.258, 0.185, -3.722], [2.499, 1.207, -3.630], [2.222, 0.356, -3.927], [-0.691, -1.330, -3.759], [-0.782, 0.219, -3.323], [-0.470, -0.428, -3.943]], "e_homo_ev": [-12.9, -12.9], "max_force_ha_per_bohr": 0.0783, "de_lowest_kcal_mol": 114.43, "e_tot_ha": -1146.46331, "total_charge": 1, "multiplicity": 2}

# 4
{"formula": "C5H8O2", "method": "ωB97M-V with the def2-TZVPD basis set", "symbols": ["C", "C", "O", "C", "C", "C", "O", "H", "H", "H", "H", "H", "H", "H", "H"], "xyz": [[0.085, 2.126, -0.799], [0.446, 0.834, -0.119], [1.788, -2.579, 0.011], [0.623, -2.263, 0.017], [0.002, -1.336, 1.039], [-0.426, -0.067, 0.341], [-1.783, 0.008, 0.210], [-0.884, 2.514, -0.460], [0.822, 2.899, -0.563], [0.047, 2.038, -1.893], [1.501, 0.612, 0.022], [-0.073, -2.614, -0.775], [-0.880, -1.809, 1.484], [0.736, -1.136, 1.824], [-2.005, 0.772, -0.340]], "e_homo_ev": -8.8, "smiles": "C/C=C(\\O)CC=O", "max_force_ha_per_bohr": 0.0100, "de_lowest_kcal_mol": 25.01, "e_tot_ha": -345.76511}